42
Properties=species:S:1:pos:R:3 method="wB97M-V/def2-TZVPD" multiplicity=1 gap_ev=7.22 total_energy_ev=-135710.98801 e_homo_ev=-9.1
Zn -0.269 0.057 -2.867
Zn -2.755 0.532 -0.870
C -2.103 1.812 -3.023
O -1.390 1.394 -3.924
O -3.159 1.277 -2.705
O -1.407 1.774 -1.986
C -0.933 -1.268 -0.732
O 0.153 -0.796 -1.047
O -1.539 -0.707 0.140
O -1.598 -1.057 -1.749
C 3.729 -1.822 -2.042
O 3.711 -1.078 -3.006
N 2.730 -2.068 -1.263
N 4.727 -2.578 -1.669
H 2.032 -1.347 -1.149
H 2.748 -2.827 -0.597
H 4.518 -3.183 -0.888
H 5.660 -2.370 -1.998
C 1.890 1.706 -1.907
O 1.382 1.193 -2.900
N 3.023 1.424 -1.362
N 1.300 2.616 -1.184
H 3.305 1.881 -0.507
H 3.565 0.770 -1.909
H 0.364 2.814 -1.508
H 1.669 2.871 -0.279
C -4.612 -1.142 2.907
O -5.406 -1.938 2.398
N -4.802 -0.558 4.038
N -3.431 -0.859 2.496
H -5.742 -0.697 4.383
H -4.165 0.107 4.454
H -3.118 -1.380 1.690
H -2.817 -0.331 3.100
C 0.586 0.940 2.602
O 1.121 1.556 3.545
N 1.213 0.507 1.532
N -0.710 0.725 2.524
H 2.202 0.702 1.475
H 0.656 0.143 0.772
H -1.035 0.240 1.700
H -1.289 0.969 3.315